12
Properties=species:S:1:pos:R:3:nbo_charge:R:1 method="wB97M-V/def2-TZVPD" de_lowest_kcal_mol=100.4 e_tot_ha=-248.36654 fmax_ev_per_a=4.85
C -1.69480 0.61148 -0.26651 -0.4646
C -0.19894 -1.29345 0.59557 -0.4368
C 0.80139 0.59424 -0.40819 0.5138
H -2.38820 0.22864 -1.44914 0.2313
H -2.57531 0.42069 0.80855 0.2457
H -1.27242 1.83701 -0.17600 0.2279
H 0.16975 -2.30384 0.22067 0.2293
H 0.24183 -0.99809 1.59113 0.2212
H -1.23860 -1.65018 0.92575 0.1992
H 0.63831 1.54056 -0.94233 0.1273
N -0.32765 -0.10091 -0.23000 -0.4776
O 1.90903 0.26974 0.13828 -0.6166